No. 1
{"formula": "C12H30F2N3NbO2P", "method": "ωB97M-V/def2-TZVPD", "charge": -1, "orbital_gap_ev": 6.92, "e_homo_ha": -0.166, "symbols": ["H", "C", "H", "Nb", "H", "C", "N", "F", "H", "C", "C", "C", "H", "H", "H", "C", "H", "H", "H", "C", "H", "P", "H", "H", "H", "C", "O", "H", "H", "H", "H", "N", "H", "H", "C", "N", "O", "H", "H", "H", "F", "H", "H", "C", "H", "C", "H", "H", "C", "H", "H"], "positions_angstrom": [[-0.61810, 1.77667, -1.00866], [3.12974, -2.77718, 0.24100], [3.65574, -0.24800, -1.23277], [0.94396, -0.33535, -0.16343], [1.41220, -2.55613, 1.44628], [-0.76948, -0.75486, 1.29424], [-4.85253, 0.60806, -2.67463], [2.42559, -3.92731, -1.78134], [-0.47043, -0.72946, 2.33846], [-1.97440, 0.16734, 1.03918], [3.52336, -3.47432, -1.05459], [2.64675, -0.22318, -1.63936], [4.08181, -2.80088, -1.69256], [-1.73791, 1.12882, 1.47279], [2.87776, -0.75214, 2.61422], [1.62527, -2.46970, 0.38524], [3.68246, 0.96938, 1.40447], [-1.10384, -1.76557, 1.06054], [-3.05413, -1.36672, 2.04886], [0.30534, 1.83478, -0.44208], [0.04111, 2.25865, 0.52699], [2.46736, 0.34572, 1.80713], [-4.53967, -1.49263, 0.35451], [-5.42899, 1.39617, -2.39888], [3.72175, -1.88760, 0.38504], [2.14077, 3.29827, -0.39300], [1.69473, 1.34204, 2.64472], [2.55122, -1.10632, -2.26765], [-2.96288, -1.28563, -1.02156], [0.59311, 4.63166, 0.32467], [4.13454, -4.34259, -0.84692], [-4.54296, 0.51107, -0.34574], [-5.36494, -0.36674, 1.35628], [3.41638, -3.43883, 1.05381], [1.58135, 4.30209, 0.60885], [-3.49872, -1.02793, -1.83861], [1.17357, 2.69259, -1.19262], [2.26489, 5.12250, 0.76834], [1.47614, 3.80595, 1.56727], [-3.52750, 0.21943, 2.54689], [-0.28284, -0.97974, -1.64438], [0.99684, -3.19801, -0.10929], [2.79423, 3.83479, -1.07293], [-4.31951, 0.06283, -1.65184], [-5.42526, 0.99346, -0.31424], [-3.26112, -0.37008, 1.67919], [2.76799, 2.57489, 0.12956], [-2.08144, 0.25694, -0.02614], [-4.48476, -0.48358, 0.73885], [-2.83010, -0.83765, -2.57495], [2.55301, 0.62484, -2.30565]], "forces_ev_per_angstrom": [[-0.261, -0.353, -0.300], [-0.670, -0.851, 0.285], [0.249, 0.142, 0.009], [-3.329, -1.665, -4.122], [-0.210, -0.107, 0.301], [0.614, 0.167, -0.052], [0.001, 0.220, -0.382], [-0.047, -0.077, -0.096], [-0.037, -0.067, 0.286], [0.638, -0.577, 0.726], [0.107, 0.408, 0.006], [0.298, -0.587, 0.754], [0.044, 0.117, -0.327], [-0.071, 0.472, -0.230], [0.446, -0.035, -0.177], [1.018, 1.335, 0.942], [0.391, -0.564, 0.080], [0.195, -0.436, -0.035], [-0.025, -0.305, 0.198], [1.051, 0.193, 0.955], [-0.013, 0.343, 0.097], [-0.866, 0.838, 0.124], [-0.021, -0.257, -0.347], [-0.002, 0.080, -0.006], [0.286, 0.379, -0.161], [0.334, 0.794, -0.175], [-0.014, 0.097, 0.313], [-0.135, -0.323, -0.126], [0.020, -0.029, 0.001], [-0.174, 0.377, -0.324], [0.192, -0.302, -0.009], [-0.210, -0.950, 0.306], [-0.397, 0.083, 0.052], [0.134, -0.227, 0.240], [0.039, -0.863, 0.664], [0.768, -0.037, 0.438], [-0.402, -0.190, 0.021], [0.115, 0.424, -0.152], [-0.136, -0.067, 0.320], [-0.053, 0.291, 0.207], [1.083, 0.626, 1.381], [-0.223, 0.005, -0.412], [0.160, 0.014, -0.350], [-0.540, 0.480, -0.205], [0.034, 0.260, -0.062], [-0.174, 0.019, -0.531], [-0.033, -0.341, 0.057], [-0.286, 0.443, -0.471], [0.525, 0.318, 0.525], [-0.211, -0.233, -0.240], [-0.201, 0.521, 0.004]]}


No. 2
{"formula": "C49H45AsN7S2SeTc", "method": "ωB97M-V/def2-TZVPD", "multiplicity": 4, "s2": 3.7846, "relative_energy_ev": 0.000, "charge": 3, "orbital_gap_ev": [5.59, 5.51], "e_homo_ha": [-0.538, -0.541], "symbols": ["H", "N", "C", "C", "H", "H", "C", "H", "H", "C", "H", "C", "H", "H", "C", "H", "C", "C", "C", "C", "C", "C", "S", "C", "H", "H", "Se", "C", "C", "H", "H", "H", "C", "N", "C", "C", "H", "H", "C", "H", "H", "C", "N", "C", "H", "C", "H", "H", "H", "C", "H", "H", "H", "C", "C", "C", "H", "H", "C", "C", "N", "C", "C", "H", "H", "N", "H", "S", "H", "N", "C", "C", "N", "C", "C", "Tc", "H", "H", "C", "C", "C", "H", "H", "C", "C", "H", "H", "H", "H", "H", "C", "H", "C", "C", "C", "C", "H", "As", "H", "C", "C", "H", "C", "C", "C", "H"], "positions_angstrom": [[0.71153, 0.37695, 2.25359], [-1.38019, -0.15937, -2.06884], [4.24542, 2.90032, -2.25963], [1.64661, 2.86743, 3.15197], [-0.04756, -3.49413, 6.96437], [-1.77743, -3.86243, 3.67240], [-0.95515, -3.74281, -0.47684], [-5.67095, 1.25743, -2.04591], [3.99449, -4.10160, -0.93443], [1.50613, 2.14956, 4.33382], [-2.79597, -4.81118, -0.20006], [-0.00091, 2.35803, -0.95563], [2.35298, -1.87868, 5.30244], [-2.13398, 3.80840, -2.21221], [1.59333, 4.25461, 3.11756], [-0.49494, -4.88297, 4.36685], [-3.61429, 0.53052, -2.21051], [2.86222, -0.91644, -1.17898], [-3.20656, 1.52894, 0.32684], [-1.70454, 3.71240, -3.20228], [-2.08231, -1.73279, 0.97364], [-0.52697, -2.61715, 6.53248], [2.01423, 2.09284, 1.60597], [0.11262, 2.23418, -2.29985], [-3.21944, 4.90151, -4.13124], [1.55983, 1.06810, 4.34343], [-1.97241, -0.67812, -3.67635], [-0.84802, 3.50862, 1.11745], [4.85322, -0.63546, 2.57988], [1.16499, 2.31431, 6.43697], [1.36073, 6.02324, 4.30216], [-0.48503, -4.52029, -1.06103], [-1.15060, 4.66884, 1.81166], [-3.57548, -0.02957, -3.40987], [4.68754, 2.09257, 2.04367], [-0.34961, 5.97810, -0.03561], [-3.79119, -2.99449, 1.20314], [4.61625, 3.15461, 1.84196], [-4.71115, 1.16676, -1.55554], [-2.23963, 4.70899, -6.38980], [-1.54636, 4.60642, 2.81686], [1.28599, 2.84977, 5.50582], [2.74681, 1.46673, -1.07824], [-0.91794, 5.90835, 1.23129], [6.79613, 2.13446, 2.40022], [4.87796, 1.79891, -2.81549], [-5.27525, 2.12171, 0.25975], [-2.46811, -0.92898, 1.58215], [0.68959, 1.38096, -2.66511], [-1.76468, 4.21603, -5.55271], [-1.60926, -2.72200, 6.58250], [0.88629, 2.24267, -4.83249], [4.79392, -1.80239, -1.39027], [1.23605, 4.24078, 5.49120], [1.39389, 4.94289, 4.30531], [5.99033, 0.15767, 2.62876], [-1.15705, 6.81500, 1.77009], [-0.18914, 3.37597, -6.74285], [-0.05742, 4.81893, -0.73254], [4.43380, 0.53091, -2.47963], [0.94834, 0.86996, 1.38021], [-0.00880, 2.83539, -4.67840], [-0.61179, 3.46804, -5.75202], [0.38190, 4.88962, -1.71914], [-3.06911, 1.92805, 1.32252], [-0.85908, -1.54994, 0.46343], [4.89501, -0.33713, -2.92745], [-0.69119, -0.63093, 3.84825], [2.24666, -2.46496, 3.62368], [-2.16839, 0.97123, -0.25117], [-0.33955, 3.55758, -0.18498], [3.62280, -0.07395, 2.26135], [1.56410, -1.07761, -0.83067], [3.30855, -3.26558, -0.93167], [3.36857, 0.41517, -1.58976], [-0.00611, 0.39751, -0.31447], [-0.13638, 6.93951, -0.48272], [2.64655, 3.51534, -0.95829], [3.17884, 2.68263, -1.40415], [-0.53298, 2.96781, -3.38757], [-2.24435, -3.90410, 0.00734], [2.18473, -3.62003, 4.98223], [4.56302, 3.90734, -2.49014], [3.55958, 1.28398, 2.00277], [5.90840, 1.51876, 2.35921], [-0.23311, -4.06561, 2.80552], [1.70373, 4.78664, 2.18062], [2.72691, -0.68011, 2.21392], [5.70231, 1.92227, -3.50430], [6.94460, -0.28216, 2.88358], [-4.48601, 1.63786, -0.29771], [1.56982, -4.43010, -0.45093], [1.90447, -2.62269, 4.64611], [-0.28582, -2.55763, -0.20959], [1.12898, -2.34644, -0.60527], [3.74903, -1.98892, -1.19290], [4.92382, -1.69319, 2.79835], [-0.01053, -2.43388, 4.69429], [-0.96917, 2.55402, 1.61363], [-0.70208, -3.98549, 3.78613], [-2.31494, 4.32772, -4.27917], [1.07673, 4.77935, 6.41517], [-2.39362, 0.45302, -1.49392], [-2.80578, -2.89284, 0.77144], [1.96426, -3.44742, -0.65831], [-0.22681, -1.72041, 7.07058]], "forces_ev_per_angstrom": [[-0.151, -0.202, -0.125], [-0.075, -0.174, -0.023], [-0.008, -0.008, -0.010], [0.038, -0.026, 0.018], [-0.001, -0.013, 0.003], [0.007, -0.017, 0.006], [0.014, 0.011, 0.064], [-0.013, -0.003, -0.008], [0.002, -0.013, -0.006], [0.042, 0.012, 0.011], [-0.002, -0.014, 0.003], [0.189, -0.371, 0.298], [0.003, 0.014, -0.026], [0.002, 0.013, 0.003], [0.102, -0.017, 0.072], [0.023, -0.008, 0.004], [-0.016, -0.014, -0.057], [-0.039, -0.023, -0.026], [0.068, 0.068, 0.002], [-0.028, -0.022, 0.019], [0.042, 0.036, 0.072], [-0.034, 0.021, 0.004], [0.179, 0.031, -0.011], [-0.035, 0.021, -0.115], [-0.015, 0.012, -0.002], [0.000, 0.040, -0.002], [0.028, 0.041, 0.004], [-0.119, -0.031, -0.051], [-0.025, 0.002, -0.004], [-0.004, -0.007, 0.015], [-0.001, 0.026, 0.007], [-0.018, -0.010, -0.015], [-0.095, 0.066, -0.084], [-0.071, 0.033, 0.023], [-0.026, -0.025, -0.032], [0.008, -0.019, -0.009], [-0.015, 0.003, 0.006], [0.001, 0.025, -0.001], [0.023, -0.005, 0.017], [-0.008, 0.001, -0.009], [-0.005, -0.006, 0.010], [-0.016, 0.007, 0.002], [-0.004, 0.003, 0.045], [-0.033, -0.061, 0.018], [0.009, 0.007, 0.001], [-0.008, 0.003, 0.008], [0.000, 0.004, 0.013], [-0.038, 0.000, -0.029], [0.037, -0.006, 0.009], [-0.005, 0.003, 0.011], [0.012, 0.015, 0.007], [0.011, 0.001, -0.001], [-0.016, 0.001, -0.027], [-0.007, 0.004, -0.017], [0.006, -0.011, 0.008], [0.000, 0.016, 0.003], [-0.003, 0.016, 0.008], [0.006, 0.004, -0.011], [0.008, 0.048, 0.020], [-0.011, 0.031, -0.024], [-0.394, -0.017, 0.026], [-0.017, 0.004, -0.014], [-0.001, 0.001, 0.010], [0.003, -0.008, -0.002], [0.024, 0.023, 0.017], [-0.007, -0.122, -0.143], [-0.009, -0.014, 0.006], [0.098, -0.038, 0.018], [-0.006, -0.028, 0.043], [0.008, -0.109, -0.008], [0.067, 0.033, -0.021], [0.007, -0.006, -0.039], [0.020, -0.140, -0.006], [-0.044, -0.021, 0.026], [0.006, -0.016, -0.014], [0.295, 0.978, -0.016], [0.003, 0.014, -0.003], [-0.027, 0.026, 0.022], [0.011, -0.008, -0.020], [0.052, -0.018, 0.003], [0.004, 0.013, -0.014], [-0.003, -0.009, 0.012], [0.008, 0.007, -0.001], [-0.066, -0.015, -0.038], [0.009, -0.002, 0.012], [-0.020, 0.014, -0.003], [0.019, -0.001, -0.003], [-0.007, -0.026, -0.005], [0.008, 0.009, -0.009], [0.013, -0.008, -0.005], [-0.006, -0.004, -0.021], [0.015, -0.015, 0.028], [0.013, 0.020, -0.020], [0.076, -0.004, 0.025], [-0.006, -0.040, 0.049], [0.045, 0.045, -0.006], [-0.004, -0.009, -0.002], [-0.060, -0.019, 0.063], [-0.070, 0.004, -0.021], [-0.007, 0.015, -0.022], [0.006, -0.003, -0.022], [0.006, 0.010, 0.018], [-0.005, -0.086, 0.041], [0.013, -0.014, 0.027], [0.009, 0.062, -0.054], [0.003, -0.014, -0.003]]}


No. 3
{"formula": "C5H11NO2", "method": "ωB97M-V/def2-TZVPD", "relative_energy_ev": 3.234, "orbital_gap_ev": 10.24, "e_homo_ha": -0.356, "symbols": ["C", "H", "C", "H", "H", "H", "H", "N", "O", "C", "O", "H", "H", "H", "H", "C", "C", "H", "H"], "positions_angstrom": [[1.46570, -1.78854, 1.61707], [1.91684, -2.38843, 2.35999], [1.11723, 1.78959, -1.86346], [2.20310, -1.43598, 0.89059], [-2.61014, 0.41788, -0.79958], [-3.63208, 0.77064, 0.26193], [0.26196, 1.45551, 0.57909], [0.41946, 0.64305, -1.35857], [1.15798, 2.11704, -3.08914], [0.51564, 0.46129, 0.08251], [-3.48120, 0.77433, -0.72035], [2.01156, 2.22157, -1.22046], [-0.51422, -1.73381, 2.43019], [-0.71129, -1.21078, -0.35254], [1.61709, 0.08788, 0.23949], [-0.46992, -0.62333, 0.51340], [0.19389, -1.42963, 1.59488], [-0.05413, 0.18749, -2.23899], [-1.40749, -0.31579, 1.07397]], "forces_ev_per_angstrom": [[0.357, 0.538, -0.528], [0.039, -0.566, 0.938], [2.083, -1.136, -3.107], [-0.414, -0.295, -0.014], [0.950, -0.328, -0.223], [0.085, 0.064, -1.468], [0.745, -1.362, -0.418], [0.748, 3.534, -4.010], [-0.955, -1.018, 4.019], [0.384, -0.181, -0.381], [-1.062, 0.308, 1.672], [-2.250, -0.586, -0.352], [1.173, 0.074, -1.057], [-0.334, -0.547, -0.236], [-2.315, 1.205, 0.285], [0.078, 0.534, 2.121], [-0.894, -1.226, 1.147], [0.738, 0.582, 3.082], [0.842, 0.407, -1.468]]}